Below is 16 unconnected molecules or ions with the total composition C76H200N16O22, with properties calculated with ωB97M-V/def2-TZVPD.

Each line ends with the Mulliken charge.
Positions of all 314 atoms, in Å:
1 O -28.79 -28.98 -6.34  -0.260
2 O -21.42 -22.74 -1.58  0.396
3 O -23.78 -21.80 1.46  0.526
4 O -29.38 -24.38 -5.84  1.173
5 O -25.72 -23.31 8.80  -0.359
6 O -25.58 -25.39 -6.22  -0.136
7 O -30.34 -17.79 6.01  -0.272
8 O -32.02 -25.86 4.03  -0.384
9 O -32.87 -14.93 0.92  -0.360
10 O -21.92 -25.86 2.60  -0.504
11 O -22.80 -20.87 -5.77  -0.506
12 O -29.40 -21.37 2.05  1.612
13 O -30.94 -22.20 5.06  0.070
14 O -26.45 -26.12 1.83  0.838
15 O -36.85 -24.08 -2.55  -0.325
16 O -25.12 -19.55 5.03  -0.156
17 O -33.22 -22.33 -4.40  -0.517
18 O -25.89 -23.17 -1.20  1.538
19 O -21.71 -30.10 0.11  -0.393
20 O -26.95 -21.58 -7.64  0.272
21 O -26.11 -26.90 -3.09  0.263
22 O -25.37 -18.63 -0.95  -0.488
23 N -27.56 -17.23 0.81  -0.474
24 N -28.45 -23.53 0.02  1.223
25 N -27.13 -28.08 3.89  -0.630
26 N -34.19 -24.34 -2.10  -0.023
27 N -23.56 -28.12 4.73  -0.545
28 N -23.48 -19.10 -7.97  -0.651
29 N -28.61 -24.07 -8.50  -0.572
30 N -25.04 -20.79 7.70  -0.045
31 N -27.63 -22.77 6.50  0.537
32 N -27.08 -27.14 -7.88  0.281
33 N -26.62 -23.22 3.37  2.102
34 N -19.18 -25.12 -3.12  -0.749
35 N -33.20 -24.11 1.05  -0.262
36 N -26.75 -20.38 -5.15  0.073
37 N -24.04 -28.22 -1.86  0.855
38 N -30.25 -17.00 2.49  0.634
39 C -30.14 -21.80 0.97  -0.822
40 C -21.30 -28.59 3.58  -1.413
41 C -22.87 -26.78 2.89  2.446
42 C -29.54 -22.26 7.76  -1.847
43 C -25.49 -24.75 8.65  -1.033
44 C -25.40 -20.03 -1.09  1.027
45 C -25.28 -27.72 -3.84  0.011
46 C -28.80 -28.88 -7.81  -0.573
47 C -26.54 -19.41 4.73  -0.425
48 C -24.73 -23.63 -1.78  0.449
49 C -27.03 -23.43 -1.97  0.700
50 C -29.08 -22.90 6.43  1.063
51 C -22.16 -29.07 -0.67  -0.540
52 C -27.96 -20.75 -7.18  -1.530
53 C -27.73 -18.02 -0.42  2.454
54 C -32.85 -22.71 -5.74  -0.106
55 C -32.15 -24.78 3.15  0.121
56 C -30.06 -24.43 -8.24  0.198
57 C -24.33 -23.50 3.96  -1.615
58 C -30.83 -17.31 4.78  -0.987
59 C -28.04 -20.66 -5.69  1.932
60 C -21.65 -25.40 -2.38  0.108
61 C -20.27 -23.46 -1.70  -1.003
62 C -27.31 -27.53 -2.78  -1.238
63 C -24.73 -18.86 6.19  -0.646
64 C -32.55 -23.00 -3.35  -0.198
65 C -25.31 -22.61 3.22  2.374
66 C -21.20 -21.73 -0.65  -0.519
67 C -31.80 -25.49 5.36  -0.038
68 C -31.19 -15.88 2.22  -0.572
69 C -31.69 -20.99 5.14  -0.262
70 C -21.59 -20.68 -8.30  -1.230
71 C -34.97 -25.53 -2.25  -0.496
72 C -29.75 -23.23 0.69  -0.196
73 C -30.11 -25.09 -6.79  0.139
74 C -29.76 -16.84 3.83  -0.007
75 C -31.76 -15.81 0.81  -0.417
76 C -32.01 -26.26 1.14  -1.214
77 C -25.02 -22.38 1.76  0.397
78 C -28.15 -27.50 2.97  -0.476
79 C -36.42 -25.20 -1.79  -0.697
80 C -28.23 -22.90 -1.25  0.167
81 C -29.58 -19.99 2.22  0.224
82 C -29.53 -22.13 5.18  0.268
83 C -28.85 -26.31 3.50  0.903
84 C -23.04 -21.56 -4.57  0.306
85 C -25.75 -24.15 -5.52  1.504
86 C -37.97 -23.35 -2.07  -0.881
87 C -32.88 -25.28 1.86  0.013
88 C -25.71 -25.97 0.58  -0.063
89 C -24.72 -28.87 -3.02  -0.852
90 C -23.50 -21.30 -6.86  0.213
91 C -33.02 -24.39 -2.94  -0.199
92 C -22.34 -27.59 4.11  0.415
93 C -30.08 -29.07 -5.81  -0.832
94 C -33.73 -15.00 -0.19  -0.794
95 C -29.03 -17.49 -1.12  -0.826
96 C -22.08 -25.03 1.50  0.492
97 C -29.79 -16.74 6.83  -0.787
98 C -23.10 -20.51 -8.12  0.009
99 C -25.05 -21.15 9.10  -0.535
100 C -23.67 -29.15 -0.78  -0.438
101 C -25.66 -26.77 -8.08  -1.171
102 C -30.48 -25.39 -9.25  -1.540
103 C -20.39 -30.46 -0.07  -0.819
104 C -26.63 -21.36 -9.01  -1.031
105 C -23.41 -20.61 2.14  -0.836
106 C -29.26 -24.96 -4.58  -0.346
107 C -26.61 -17.94 -1.39  -0.766
108 C -27.42 -28.50 -8.24  -0.705
109 C -27.43 -27.16 1.67  -0.756
110 C -24.62 -22.53 9.20  -0.800
111 C -29.09 -19.58 -5.29  -1.627
112 C -25.45 -19.41 7.44  -0.847
113 C -20.47 -24.47 -2.86  0.382
114 C -25.42 -25.36 -7.63  -0.185
115 H -20.73 -28.04 2.87  0.307
116 H -25.83 -21.73 1.36  -0.873
117 H -29.17 -19.44 1.36  -0.869
118 H -27.53 -21.59 -9.61  0.336
119 H -28.14 -21.81 -1.14  -0.452
120 H -30.92 -15.48 0.09  0.210
121 H -28.18 -26.85 0.94  0.238
122 H -28.93 -17.50 4.07  -0.321
123 H -20.20 -30.67 -1.16  0.369
124 H -23.85 -26.31 3.14  -1.522
125 H -25.83 -22.02 -9.24  0.234
126 H -27.14 -20.09 5.30  0.247
127 H -23.75 -22.85 8.64  0.400
128 H -38.34 -22.64 -2.77  0.252
129 H -25.87 -28.04 -4.73  0.185
130 H -26.68 -17.57 1.21  0.228
131 H -22.51 -24.82 -2.13  -0.698
132 H -29.00 -29.95 -8.21  0.424
133 H -22.85 -24.22 1.60  -0.340
134 H -23.18 -18.60 -8.78  0.242
135 H -24.39 -25.04 -7.90  0.351
136 H -32.70 -21.32 4.85  0.257
137 H -34.50 -14.29 -0.08  0.315
138 H -28.72 -16.51 6.57  0.237
139 H -25.28 -26.91 0.38  0.292
140 H -29.45 -25.86 2.70  -0.702
141 H -20.77 -22.13 0.32  0.291
142 H -26.24 -20.33 -9.18  0.319
143 H -25.68 -20.40 -2.10  0.101
144 H -27.02 -28.12 1.27  0.116
145 H -29.74 -22.91 8.56  0.429
146 H -29.40 -15.84 4.02  0.609
147 H -30.85 -25.01 5.51  -0.473
148 H -27.42 -27.04 -6.95  -0.473
149 H -27.71 -23.26 0.69  -0.970
150 H -24.91 -25.08 9.49  0.453
151 H -24.52 -27.02 -4.28  -0.092
152 H -20.75 -23.89 -3.75  0.288
153 H -29.31 -23.98 6.37  -0.176
154 H -31.22 -21.75 1.18  0.685
155 H -33.25 -14.93 -1.17  0.296
156 H -21.28 -20.40 -9.31  0.392
157 H -23.46 -20.75 3.25  0.174
158 H -27.52 -16.25 0.49  0.338
159 H -25.32 -26.84 -9.10  0.557
160 H -29.09 -23.07 -1.89  0.303
161 H -29.62 -23.82 1.59  -0.593
162 H -24.47 -22.90 10.21  0.421
163 H -26.32 -25.57 -0.17  0.080
164 H -29.18 -21.13 5.37  0.481
165 H -24.48 -20.56 -0.88  -0.687
166 H -32.06 -16.07 2.87  0.333
167 H -27.27 -28.67 -9.32  0.392
168 H -28.87 -26.03 -4.56  -0.055
169 H -26.74 -29.29 -7.74  0.330
170 H -27.55 -28.29 -3.56  0.479
171 H -26.97 -22.95 -2.96  -0.403
172 H -28.82 -18.59 -5.65  0.413
173 H -29.48 -16.87 1.78  -0.352
174 H -27.72 -19.74 -7.44  0.703
175 H -28.32 -23.28 -7.90  0.071
176 H -27.10 -24.53 -2.11  -0.809
177 H -29.06 -19.64 3.13  -0.627
178 H -33.90 -23.49 1.50  0.275
179 H -30.61 -24.84 -10.21  0.359
180 H -26.78 -18.31 4.93  0.202
181 H -28.85 -21.52 8.06  0.263
182 H -24.40 -20.50 9.70  0.466
183 H -20.03 -24.09 -0.84  0.186
184 H -30.14 -19.81 -5.52  0.335
185 H -31.22 -18.19 4.28  0.460
186 H -30.67 -19.85 2.37  0.401
187 H -23.70 -20.88 -8.92  0.448
188 H -21.13 -24.44 1.37  0.330
189 H -23.86 -23.30 -1.20  0.118
190 H -25.55 -29.60 -2.78  0.349
191 H -23.03 -18.76 -7.14  0.307
192 H -32.51 -22.30 -2.54  0.396
193 H -21.76 -26.92 4.75  0.271
194 H -29.67 -16.96 7.89  0.283
195 H -34.93 -25.91 -3.29  0.470
196 H -26.78 -18.37 -2.37  0.240
197 H -21.72 -29.43 2.96  0.291
198 H -24.76 -23.74 -5.32  0.191
199 H -23.94 -29.43 -3.62  0.416
200 H -30.68 -28.17 -5.87  0.213
201 H -24.98 -27.41 -7.49  0.385
202 H -22.27 -25.67 0.64  -0.459
203 H -25.69 -21.33 7.15  -0.012
204 H -27.40 -22.68 2.95  -1.106
205 H -20.65 -29.03 4.38  0.401
206 H -24.75 -24.75 -1.92  -0.549
207 H -23.98 -21.18 -4.19  0.085
208 H -31.54 -23.07 -3.68  -0.126
209 H -27.91 -19.05 -0.14  -1.603
210 H -33.69 -25.96 2.24  0.169
211 H -23.38 -28.68 5.57  0.266
212 H -23.34 -23.35 3.58  0.448
213 H -26.05 -21.09 9.52  0.291
214 H -36.45 -24.99 -0.69  0.312
215 H -23.08 -22.65 -4.71  -0.326
216 H -27.44 -28.73 4.60  0.280
217 H -25.14 -18.77 8.26  0.629
218 H -32.68 -23.96 3.65  0.467
219 H -23.22 -27.42 1.98  -0.836
220 H -21.36 -26.01 -1.50  -0.025
221 H -33.12 -24.99 -3.87  0.152
222 H -24.35 -23.30 5.06  0.098
223 H -27.07 -23.20 5.77  -0.549
224 H -26.29 -19.66 -5.67  0.355
225 H -21.93 -28.05 -0.42  0.091
226 H -24.24 -27.39 4.96  0.061
227 H -19.28 -25.64 -4.02  0.303
228 H -27.15 -22.88 7.42  0.072
229 H -31.68 -16.61 4.88  0.369
230 H -30.75 -14.90 2.54  0.220
231 H -30.26 -25.00 -4.07  -0.071
232 H -29.13 -22.64 4.30  -0.705
233 H -32.16 -24.91 -2.41  0.062
234 H -26.74 -19.56 3.63  -0.145
235 H -28.05 -25.58 3.78  -0.764
236 H -26.19 -20.46 -0.42  -0.377
237 H -31.52 -26.98 1.87  0.344
238 H -24.87 -25.32 0.77  -0.648
239 H -26.74 -27.28 4.40  0.132
240 H -28.54 -24.32 -4.08  -0.244
241 H -20.61 -20.90 -1.06  0.418
242 H -28.92 -28.17 2.63  0.664
243 H -31.41 -25.91 -9.03  0.357
244 H -34.65 -26.36 -1.60  0.214
245 H -22.26 -21.35 -3.78  0.162
246 H -30.58 -23.72 0.15  -0.291
247 H -24.50 -24.56 3.81  0.072
248 H -36.99 -26.11 -1.95  0.443
249 H -26.39 -25.29 8.73  0.263
250 H -26.19 -21.18 -5.31  -0.611
251 H -24.05 -19.78 1.87  0.255
252 H -21.82 -29.14 -1.70  0.640
253 H -31.14 -25.17 -6.47  0.339
254 H -31.36 -20.26 4.48  -0.207
255 H -32.58 -26.86 0.42  0.386
256 H -21.35 -21.73 -8.10  0.311
257 H -26.53 -19.18 7.41  0.254
258 H -31.12 -25.93 0.63  0.110
259 H -31.74 -22.59 -5.81  -0.179
260 H -23.99 -30.15 -1.04  0.452
261 H -31.73 -20.55 6.16  0.190
262 H -29.52 -28.17 -8.19  0.246
263 H -22.03 -26.11 -3.09  0.434
264 H -28.88 -16.43 -1.50  0.381
265 H -34.71 -23.50 -2.24  0.265
266 H -32.07 -16.81 0.48  0.332
267 H -29.36 -26.52 4.41  0.609
268 H -29.33 -18.15 -1.97  -0.024
269 H -31.78 -26.35 6.00  0.357
270 H -29.74 -26.17 -9.45  0.218
271 H -22.37 -20.39 1.85  0.268
272 H -33.51 -24.39 0.09  0.047
273 H -33.03 -23.77 -6.09  0.163
274 H -30.44 -15.88 6.75  0.351
275 H -28.36 -21.66 -5.37  -0.685
276 H -30.01 -29.50 -4.84  0.295
277 H -25.36 -21.61 3.71  -0.806
278 H -24.71 -23.18 -2.79  -0.036
279 H -29.76 -26.15 -6.87  -0.826
280 H -28.90 -21.04 -7.65  0.309
281 H -31.18 -24.39 2.81  -0.119
282 H -29.90 -17.43 -0.52  -0.034
283 H -28.08 -24.96 -8.26  -0.039
284 H -24.04 -28.96 0.25  -0.003
285 H -26.04 -24.60 -8.10  0.049
286 H -21.14 -20.02 -7.52  0.259
287 H -30.66 -23.53 -8.30  0.519
288 H -19.42 -22.84 -1.94  0.381
289 H -20.15 -31.41 0.43  0.297
290 H -30.74 -29.80 -6.28  0.402
291 H -28.10 -26.80 -2.63  0.342
292 H -37.78 -22.92 -1.13  0.366
293 H -33.26 -21.91 -6.36  0.409
294 H -22.17 -21.27 -0.46  -0.309
295 H -23.33 -22.38 -7.09  0.202
296 H -38.76 -24.04 -1.91  0.353
297 H -24.62 -21.29 -6.81  -0.210
298 H -32.61 -24.79 5.71  0.321
299 H -30.49 -21.80 7.62  0.274
300 H -26.64 -24.14 2.95  -0.775
301 H -23.64 -18.97 6.28  0.360
302 H -26.32 -23.36 -6.12  -0.400
303 H -27.28 -28.15 -1.83  -0.058
304 H -25.11 -23.31 1.19  -0.973
305 H -24.90 -24.94 7.77  0.325
306 H -26.35 -24.38 -4.62  -1.051
307 H -28.97 -19.56 -4.18  0.210
308 H -25.03 -17.80 6.05  0.378
309 H -24.79 -27.57 -1.50  -0.621
310 H -34.27 -15.96 -0.21  0.310
311 H -19.02 -25.80 -2.35  0.304
312 H -26.30 -16.88 -1.48  0.253
313 H -19.62 -29.72 0.20  0.269
314 H -29.91 -21.19 0.04  0.110

Calculated values
E_HOMO   -8.07 eV
Energy relative to the best compared isomer or geometry (same formula, charge and spin)   0.00 kJ/mol
Multiplicity   1
Charge   0



Below is a molecular structure, C20H20FN4OPdS3, with properties calculated with ωB97M-V/def2-TZVPD.

Each line ends with the natural charge from an NBO analysis.
Positions of all 50 atoms, in Å:
1 Pd 0.73 0.33 -0.31  0.771
2 S 0.62 4.80 -2.53  0.431
3 S 2.95 -1.59 -0.35  1.273
4 S 1.83 2.88 3.44  0.446
5 F -5.08 0.54 1.25  -0.315
6 O 2.76 -0.38 -1.24  -0.991
7 N 0.80 2.53 -1.37  -0.562
8 N 1.29 1.70 1.25  -0.571
9 N 1.74 0.21 2.99  -0.791
10 N 0.34 2.35 -3.66  -0.794
11 C 1.26 3.06 0.98  0.202
12 C -3.77 0.54 0.95  0.393
13 C -1.10 0.52 0.32  -0.058
14 C 0.90 4.77 -0.83  -0.415
15 C -0.92 -2.35 -1.20  -0.109
16 C 3.76 -2.82 -1.37  -0.817
17 C -3.37 1.04 -0.28  -0.267
18 C 0.86 -2.98 0.85  -0.234
19 C 1.29 -2.26 -0.26  -0.280
20 C -2.87 0.04 1.87  -0.295
21 C -1.38 -3.06 -0.10  -0.003
22 C 1.51 3.84 2.05  -0.446
23 C 1.58 1.46 2.50  0.261
24 C -1.52 0.04 1.54  -0.213
25 C -2.02 1.04 -0.59  -0.270
26 C 0.98 3.49 -0.39  0.075
27 C 0.41 -1.94 -1.29  -0.320
28 C 0.60 3.07 -2.53  0.255
29 C -2.82 -3.46 0.02  -0.639
30 C -0.46 -3.38 0.91  -0.166
31 H 1.44 -0.55 2.40  0.404
32 H 1.71 0.05 3.99  0.413
33 H -3.23 -0.32 2.83  0.238
34 H 1.55 -3.24 1.64  0.232
35 H 3.84 -3.74 -0.80  0.249
36 H -3.37 -2.71 0.60  0.240
37 H -4.11 1.43 -0.96  0.241
38 H 1.00 5.68 -0.27  0.252
39 H -2.93 -4.42 0.53  0.230
40 H -0.81 -0.34 2.27  0.204
41 H 0.70 1.40 -3.64  0.403
42 H -0.80 -3.95 1.77  0.229
43 H -3.29 -3.53 -0.96  0.229
44 H -1.61 -2.10 -1.99  0.223
45 H 0.44 2.81 -4.55  0.405
46 H -1.69 1.44 -1.54  0.231
47 H 4.75 -2.43 -1.59  0.260
48 H 0.78 -1.46 -2.19  0.260
49 H 3.19 -2.97 -2.29  0.246
50 H 1.54 4.92 2.11  0.257

Calculated values
E_HOMO   -10.70 eV
Energy relative to the best compared isomer or geometry (same formula, charge and spin)   19.46 kJ/mol
Multiplicity   1
Charge   +1



Below is a molecular structure, C7H9NOS, with properties calculated with ωB97M-V/def2-TZVPD.

Each line ends with the natural charge from an NBO analysis.
Positions of all 19 atoms, in Å:
1 S -1.79 -1.74 -0.05  1.718
2 O -1.22 -2.94 0.48  -0.919
3 N -2.38 -1.92 -1.44  -1.117
4 C 1.28 2.10 0.86  -0.203
5 C -0.33 0.04 0.27  -0.061
6 C 1.33 -1.05 -1.27  -0.651
7 C 0.03 2.04 1.45  -0.206
8 C -0.80 0.96 1.15  -0.285
9 C 1.71 1.13 -0.03  -0.222
10 C 0.89 0.04 -0.35  0.011
11 H -1.78 0.87 1.60  0.224
12 H 1.83 -1.83 -0.69  0.234
13 H 2.69 1.19 -0.47  0.216
14 H 2.02 -0.67 -2.01  0.220
15 H -0.29 2.80 2.14  0.219
16 H 1.94 2.93 1.09  0.218
17 H 0.47 -1.50 -1.76  0.234
18 H -2.79 -1.11 -1.87  0.379
19 H -2.81 -1.33 0.91  -0.011

Calculated values
E_HOMO   -9.23 eV
Energy relative to the best compared isomer or geometry (same formula, charge and spin)   252.67 kJ/mol
Multiplicity   1
Charge   0



Below is a single C9H10 molecule, with properties calculated with ωB97M-V/def2-TZVPD.

Each line ends with the natural charge from an NBO analysis.
Positions of all 19 atoms, in Å:
1 C -2.20 -0.07 -0.37  -0.042
2 C 1.34 -0.35 1.16  -0.627
3 C 0.51 0.32 0.06  0.015
4 C 0.18 -0.69 -1.09  -0.431
5 C 0.90 1.74 -0.37  -0.639
6 C -2.02 1.28 0.15  -0.012
7 C -1.59 -0.99 0.62  -0.270
8 C -1.23 -1.15 -0.84  -0.185
9 C -1.07 0.42 0.74  -0.056
10 H 0.21 -0.13 -2.08  0.218
11 H 0.82 -1.46 -1.05  0.221
12 H 2.39 -0.39 0.84  0.214
13 H -0.02 2.37 -0.67  0.250
14 H -1.61 -2.05 -1.42  0.240
15 H 1.09 -1.49 1.41  0.213
16 H 1.20 2.25 0.47  0.213
17 H 1.75 1.81 -1.04  0.213
18 H -1.95 -1.56 1.36  0.240
19 H 1.30 0.14 2.13  0.224

Calculated values
E_HOMO   -8.27 eV
Energy relative to the best compared isomer or geometry (same formula, charge and spin)   604.81 kJ/mol
Multiplicity   1
Charge   0